Computed, not measured: 2 unconnected molecules or ions with the total composition C7H5NO2S in a non-equilibrium geometry, with wB97M-V/def2-TZVPD.

```
16
Properties=species:S:1:pos:R:3:forces:R:3
C 2.9614 0.5747 1.0020 -0.468 0.014 -0.692
C -2.1215 -1.3115 -0.0140 -1.025 2.184 0.189
C -1.2056 -1.1414 0.9984 0.285 -0.060 -1.271
C -2.0266 -0.5707 -1.1825 2.085 -1.215 0.696
C -0.1127 -0.3356 0.8113 1.478 0.578 -0.020
C -0.8412 0.0825 -1.4730 1.128 2.117 -2.761
C 0.0125 0.2383 -0.4196 0.875 0.505 0.467
N 2.9184 -0.4147 1.5848 0.424 -0.220 0.396
O 2.0346 2.9025 0.8640 -0.202 0.376 -0.449
O 3.1267 1.9267 -1.2439 -1.123 0.169 1.352
S 2.2563 1.8369 -0.0728 0.138 -1.428 -1.018
H -3.1161 -1.5819 0.2147 -0.749 -1.475 0.263
H -1.2154 -1.6935 1.8716 -0.532 -0.909 1.801
H -2.6759 -0.7455 -1.9671 -1.579 -0.028 -1.326
H 0.6469 -0.2591 1.5942 -0.343 0.119 -0.281
H -0.6417 0.4923 -2.5682 -0.393 -0.728 2.656
```
Forces are in eV/Å.

Results
* E: -23754.6262 eV
* ΔE to the lowest compared entry with this formula, charge and spin: 108.2 kcal/mol
* charge: 0



Computed, not measured: a gas-phase ion, C2H8NS (charge +1), with wB97M-V/def2-TZVPD.

```
12
Properties=species:S:1:pos:R:3:forces:R:3
C -0.1337 0.7105 -0.8018 -0.062 -0.363 0.200
C -0.3168 -0.0244 0.5188 0.160 -0.146 -0.243
S 0.8646 -1.4053 0.6402 -0.166 0.057 -0.035
N -1.1617 1.8107 -0.9047 -0.777 0.183 0.113
H 0.8474 1.1650 -0.8907 0.047 0.045 -0.028
H -0.3051 0.0293 -1.6293 0.057 0.077 -0.177
H -0.1740 0.6499 1.3543 -0.044 0.063 0.237
H -1.3187 -0.4552 0.5727 -0.001 0.054 0.055
H 1.7166 -0.7895 1.4627 0.109 0.054 0.013
H -1.1360 2.3308 -1.7841 0.227 -0.024 -0.035
H -2.1207 1.4365 -0.8269 0.369 0.004 -0.001
H -1.0604 2.4820 -0.1375 0.080 -0.006 -0.098
```
Forces are in eV/Å.

Results
* E: -14522.1673 eV
* ΔE to the lowest compared entry with this formula, charge and spin: 0.1 kcal/mol
* charge: +1



Computed, not measured: CH5N in the gas phase in a non-equilibrium geometry, with wB97M-V/def2-TZVPD.

```
7
Properties=species:S:1:pos:R:3:forces:R:3
C -0.2835 -0.4036 0.5373 5.137 1.365 0.023
H -0.8858 -1.1900 0.3234 -1.206 -2.843 -1.554
H 0.6710 -0.7686 1.1299 -2.410 0.665 -0.645
H -0.9483 0.1923 1.0574 -0.849 1.633 1.846
H -0.2378 0.5766 -1.2041 -8.615 3.854 -8.765
H 0.8467 1.2935 -0.1885 -2.083 -3.616 -1.725
N 0.3222 0.3311 -0.6203 10.026 -1.058 10.822
```
Forces are in eV/Å.

Results
* E: -2606.0727 eV
* ΔE to the lowest compared entry with this formula, charge and spin: 42.2 kcal/mol
* charge: 0



Computed, not measured: 6 unconnected molecules or ions with the total composition C10H18Br8Cl6 in a non-equilibrium geometry, with wB97M-V/def2-TZVPD.

```
42
Properties=species:S:1:pos:R:3:forces:R:3
Br -4.1945 -1.0208 -0.3647 0.128 -0.390 -0.095
C -4.8296 0.5229 -1.3040 -1.680 1.163 1.589
C -5.1309 1.6514 -0.2659 0.637 0.245 -0.388
Br -6.5293 1.3776 1.0985 0.403 -0.398 -0.623
H -5.8292 0.3176 -1.6872 0.371 -0.543 -0.512
H -4.1340 0.8410 -2.0805 -0.028 -0.045 0.258
H -5.5010 2.5263 -0.8005 0.207 -0.039 -0.026
H -4.2481 1.9137 0.3172 -0.070 -0.001 -0.156
Br 3.2168 2.4368 4.1498 -0.300 0.837 -0.410
C 2.2304 4.1611 3.9623 -1.183 -0.175 -0.328
C 1.2939 4.1681 2.7312 0.840 0.462 0.158
Br 0.5483 6.0357 2.5247 0.289 -1.186 0.252
H 2.8770 5.0346 3.8779 0.391 -0.514 0.234
H 1.6486 4.1843 4.8837 0.159 0.248 -0.127
H 0.4791 3.4449 2.7671 0.035 0.323 0.133
H 1.8927 4.0283 1.8313 -0.216 -0.040 0.014
Br 2.1612 -3.7089 -2.5000 -0.188 0.498 0.051
C 1.2235 -2.3530 -3.6116 -0.475 -1.043 0.459
C 0.0028 -3.0669 -4.1596 0.686 -0.250 -1.120
Br -0.5514 -1.9723 -5.7259 -0.320 -0.289 0.568
H 1.9346 -2.1410 -4.4100 -0.233 0.316 0.302
H 0.9147 -1.5176 -2.9832 0.546 -0.016 -0.121
H -0.8193 -3.2956 -3.4813 0.072 0.614 -0.014
H 0.3221 -4.0109 -4.6012 -0.143 0.115 -0.055
Br 2.7709 0.2154 -1.6214 0.279 0.172 0.694
C 3.1701 0.5200 0.2823 0.765 -0.451 0.504
C 4.4446 1.3820 0.4567 -0.847 0.054 -0.488
Br 3.9833 3.1305 -0.2271 0.051 0.801 -0.016
H 3.2223 -0.4615 0.7536 0.742 -0.116 -0.384
H 2.2904 0.8991 0.8025 0.103 0.755 -0.499
H 5.3016 1.1089 -0.1589 -0.301 -0.491 0.146
H 4.7716 1.5684 1.4797 -0.349 -0.406 0.023
C -0.5587 -0.5799 0.5774 -0.086 -0.310 0.777
Cl 0.8676 -1.6442 0.8272 -0.923 0.007 0.085
Cl -0.7123 -0.0927 -1.0351 0.145 0.574 -2.102
Cl -0.4449 0.8620 1.6032 -0.063 -0.250 0.302
H -1.5099 -1.0928 0.7198 0.483 -0.256 0.967
C -1.1936 -5.0497 1.1021 -0.730 0.164 -0.517
Cl -1.0239 -6.2983 -0.2208 -0.015 0.914 1.317
Cl -1.6698 -5.7071 2.6895 0.165 0.026 -0.855
Cl -2.4254 -3.8124 0.5444 0.782 -0.779 0.354
H -0.2622 -4.5051 1.2569 -0.130 -0.300 -0.349
```
Forces are in eV/Å.

Results
* E: -646135.9674 eV
* ΔE to the lowest compared entry with this formula, charge and spin: 27.5 kcal/mol
* charge: 0



Computed, not measured: 2 unconnected molecules or ions with the total composition C4H10OSi2 in a non-equilibrium geometry, with wB97M-V/def2-TZVPD.

```
17
Properties=species:S:1:pos:R:3:forces:R:3
C -3.1606 1.7297 -0.1350 -0.069 0.802 0.499
C -1.7286 -2.7228 1.4029 -0.341 0.598 -0.045
C -2.0192 1.1098 -0.4046 0.266 0.607 -1.373
C -1.4413 -1.4419 1.0179 -1.196 -2.875 -0.278
O -1.0946 -1.4671 -1.8132 -0.037 -0.526 -1.947
Si 2.0966 -0.1330 -0.6054 -2.516 0.312 -0.430
Si -1.6525 -0.6768 -0.6763 0.531 0.149 2.958
H -3.1647 2.8002 -0.2283 0.062 0.500 0.057
H -4.1073 1.4059 0.2667 -0.021 -0.961 -0.214
H -1.5496 -3.2196 2.3924 0.216 1.105 -0.758
H -2.2959 -3.4185 0.7732 0.356 0.437 -0.224
H -1.2215 1.8155 -0.7418 -0.504 -0.770 0.160
H -0.9592 -0.8274 1.7171 0.657 0.942 1.093
H 0.6949 0.4636 -0.6862 0.483 -0.009 0.422
H 1.7346 -1.3268 -1.3583 0.691 -0.286 -0.563
H 2.7798 0.9999 -1.2860 0.677 -0.530 0.445
H 2.1729 -0.6371 0.7761 0.745 0.504 0.199
```
Forces are in eV/Å.

Results
* E: -22109.5624 eV
* ΔE to the lowest compared entry with this formula, charge and spin: 63.9 kcal/mol
* charge: 0



Computed, not measured: a molecular structure, C43H68CaGeN6O2P3S, with wB97M-V/def2-TZVPD.

```
125
Properties=species:S:1:pos:R:3:forces:R:3
Ca 0.0748 0.0056 -0.1743 -0.035 0.197 -0.121
C -2.4797 -2.6740 3.2783 0.024 -0.014 0.008
C -0.9833 -2.9808 3.2153 -0.012 0.032 -0.058
C -0.5071 -3.4175 4.6024 0.010 0.010 0.013
P -0.0286 -1.5578 2.4963 0.116 -0.023 0.066
C 1.6821 -2.3183 2.3207 -0.020 0.075 0.125
N 1.7375 -3.2622 1.2265 0.173 -0.082 -0.153
Ge 1.3833 -2.6273 -0.5468 -0.048 0.136 0.126
N 3.0513 -2.4585 -1.4377 -0.162 0.016 0.107
C 3.6156 -1.1688 -1.7622 -0.002 -0.054 0.041
P 2.2855 -0.0012 -2.3248 0.072 0.084 0.018
C 3.2860 1.5473 -2.5677 -0.080 -0.063 -0.025
C 4.3282 1.5252 -3.6838 -0.003 -0.037 -0.011
C 2.3823 2.7780 -2.6722 0.037 -0.002 0.015
C 1.7994 -0.7409 -3.9585 -0.005 0.057 0.036
C 2.8860 -1.4608 -4.7534 -0.003 0.008 0.006
C 1.0717 0.2993 -4.8142 0.004 -0.043 0.012
C 3.7842 -3.6208 -1.5514 -0.138 0.009 0.019
C 5.1419 -3.7075 -1.8567 0.086 -0.060 -0.026
C 5.7562 -4.9478 -1.9502 -0.037 0.051 0.012
C 5.0421 -6.1141 -1.7225 0.039 -0.039 -0.004
C 3.6941 -6.0391 -1.4050 -0.085 -0.035 0.002
C 3.0703 -4.8082 -1.3389 0.215 0.018 -0.057
N 1.6339 -4.6634 -1.0096 0.074 -0.015 -0.024
C 1.3569 -5.3759 0.2489 -0.035 -0.090 0.211
C 1.0198 -6.7129 0.2815 0.006 0.072 -0.087
C 0.9069 -7.3621 1.5023 0.000 -0.042 0.050
C 1.1702 -6.6538 2.6647 -0.002 0.007 -0.026
C 1.4812 -5.3019 2.6291 0.002 0.009 -0.011
C 1.5377 -4.6167 1.4134 -0.044 -0.032 -0.058
C 0.7156 -5.0432 -2.0685 -0.052 -0.020 -0.059
C 1.1152 -5.6843 -3.2137 0.041 -0.022 -0.014
C 0.1645 -6.1011 -4.1496 -0.024 0.014 0.030
C -1.1934 -5.8869 -3.9216 0.005 -0.001 -0.020
C -1.6043 -5.2007 -2.8037 -0.073 0.028 -0.021
C -0.6660 -4.7027 -1.8602 -0.007 0.006 0.019
N -0.9227 -3.9145 -0.8191 0.135 0.023 -0.078
C -2.2342 -3.3973 -0.5574 -0.065 -0.039 0.018
P -2.4067 -1.5785 -0.9750 0.013 0.102 0.021
C -3.0138 -1.4527 -2.7211 0.018 -0.028 0.048
C -4.2386 -2.2806 -3.0980 0.037 -0.005 0.003
C -1.8485 -1.6683 -3.6886 -0.046 0.018 0.013
C -3.8267 -1.0596 0.1090 0.041 0.004 -0.019
C -4.9421 -2.0682 0.3805 0.005 0.000 -0.020
C -4.3862 0.2754 -0.3879 0.008 -0.023 0.016
C 0.0300 -0.3562 3.9280 -0.063 -0.025 -0.018
C -0.6475 0.9621 3.5503 -0.002 -0.033 0.010
C 1.4221 -0.1236 4.5094 0.009 0.002 -0.047
H -3.0228 -3.5477 3.6425 -0.011 0.012 0.012
H -2.8974 -2.3980 2.3119 0.019 -0.017 0.007
H -2.6809 -1.8553 3.9745 -0.004 0.008 -0.006
H -0.8040 -3.7988 2.5088 -0.058 0.006 -0.017
H -0.8422 -2.7215 5.3722 -0.022 -0.014 0.006
H 0.5741 -3.5074 4.6869 -0.020 0.027 0.011
H -0.9383 -4.3907 4.8431 0.018 -0.012 -0.007
H 2.0160 -2.7723 3.2534 -0.013 -0.002 0.011
H 2.3782 -1.4938 2.1357 0.015 -0.027 0.000
H 4.3459 -1.2643 -2.5691 -0.002 0.025 -0.013
H 4.1457 -0.7050 -0.9175 0.008 -0.002 -0.011
H 3.8182 1.6172 -1.6099 0.002 -0.019 0.013
H 3.8537 1.5289 -4.6657 0.020 -0.006 0.006
H 4.9838 0.6565 -3.6247 0.011 0.011 -0.008
H 4.9559 2.4158 -3.6244 -0.007 0.005 0.013
H 1.8176 2.7839 -3.6052 -0.003 -0.005 -0.005
H 2.9872 3.6860 -2.6508 -0.015 0.007 -0.003
H 1.6733 2.8246 -1.8425 0.004 0.003 -0.014
H 1.0693 -1.5006 -3.6574 -0.015 -0.010 0.014
H 3.6804 -0.7856 -5.0680 0.020 -0.002 -0.008
H 2.4414 -1.8866 -5.6554 0.007 0.007 -0.007
H 3.3282 -2.2841 -4.1915 -0.007 0.004 0.000
H 1.7688 1.0338 -5.2186 -0.023 -0.001 0.002
H 0.3053 0.8383 -4.2504 -0.004 0.006 -0.009
H 0.5836 -0.1882 -5.6595 -0.005 0.008 0.003
H 5.7275 -2.8097 -2.0003 -0.018 0.010 0.005
H 6.8112 -4.9995 -2.1846 0.000 0.000 -0.001
H 5.5316 -7.0761 -1.7757 -0.011 -0.001 0.005
H 3.1366 -6.9446 -1.2049 0.011 0.011 0.002
H 0.8462 -7.2500 -0.6442 0.005 -0.002 0.017
H 0.6426 -8.4092 1.5406 0.004 0.004 -0.004
H 1.1294 -7.1557 3.6226 -0.003 -0.008 -0.005
H 1.6797 -4.7898 3.5577 0.012 0.006 -0.022
H 2.1607 -5.8910 -3.3895 0.004 0.011 0.019
H 0.4902 -6.6196 -5.0408 0.005 0.001 0.000
H -1.9237 -6.2529 -4.6304 -0.004 0.001 0.008
H -2.6584 -5.0299 -2.6443 -0.008 0.000 -0.009
H -2.3757 -3.4220 0.5274 -0.007 0.009 -0.028
H -3.0566 -3.9628 -1.0040 0.014 0.018 -0.012
H -3.2932 -0.3951 -2.7864 0.012 0.016 0.005
H -4.0643 -3.3504 -2.9798 0.009 -0.013 0.001
H -4.4880 -2.1086 -4.1465 0.001 -0.007 -0.001
H -5.1103 -2.0139 -2.5051 -0.018 -0.003 -0.006
H -1.4891 -2.6971 -3.6706 0.025 -0.047 0.004
H -1.0121 -1.0123 -3.4428 0.021 0.002 -0.014
H -2.1612 -1.4468 -4.7105 -0.002 0.004 0.006
H -3.3182 -0.8574 1.0585 -0.021 -0.005 0.004
H -5.5952 -2.1935 -0.4813 0.004 -0.014 -0.014
H -5.5599 -1.7055 1.2041 -0.013 -0.003 -0.007
H -4.5682 -3.0519 0.6650 -0.016 0.012 0.020
H -4.9293 0.1557 -1.3264 0.002 0.011 0.007
H -3.5960 1.0164 -0.5358 -0.023 0.014 -0.018
H -5.0889 0.6780 0.3428 0.014 0.000 0.010
H -0.5860 -0.8200 4.7006 0.029 -0.008 0.027
H -0.0506 1.5296 2.8355 0.013 0.015 -0.036
H -0.7718 1.5880 4.4374 0.009 0.005 -0.009
H -1.6384 0.8024 3.1171 -0.003 0.002 0.004
H 2.0879 0.3342 3.7743 0.001 -0.002 0.004
H 1.8812 -1.0482 4.8585 0.013 0.011 0.011
H 1.3607 0.5560 5.3613 -0.003 -0.001 0.001
O 1.7386 1.3034 1.0296 -0.122 -0.056 -0.073
H 1.5361 2.2644 1.0992 0.031 -0.005 0.007
H 2.6934 1.2226 1.1286 -0.005 -0.021 -0.004
O -0.8183 2.1457 -0.6898 -0.039 -0.147 0.056
H -1.1297 2.4795 -1.5383 -0.024 0.029 0.023
H -0.4761 2.9297 -0.1934 0.029 -0.021 -0.059
S 0.8970 4.3872 0.7281 0.146 -0.010 -0.121
C -0.0746 4.9166 2.0031 -0.010 0.090 0.079
N 0.2196 6.1269 2.5737 -0.096 -0.108 0.004
C -0.5047 6.6646 3.5752 0.067 0.050 -0.022
C -1.5769 5.9784 4.0544 -0.053 -0.006 0.044
C -1.8418 4.7401 3.4520 0.069 0.007 -0.061
N -1.1277 4.2257 2.4702 -0.087 -0.029 0.064
H 1.0186 6.6210 2.1955 -0.008 0.005 0.009
H -0.1810 7.6281 3.9427 -0.011 0.001 0.005
H -2.1890 6.3675 4.8521 0.015 0.014 0.000
H -2.6820 4.1440 3.7914 -0.001 -0.007 -0.005
```
Forces are in eV/Å.

Results
* E: -172378.5446 eV
* ΔE to the lowest compared entry with this formula, charge and spin: 0.0 kcal/mol
* charge: +2
* spin multiplicity: 2



Question: Which of these has the lowest ΔE to the lowest compared entry with this formula, charge and spin?
Answer: C43H68CaGeN6O2P3S